1.
The following is a DFT calculation (ωB97M-V/def2-TZVPD) of C10H12O3 in the gas phase.

Computed properties:
Energy ... -16703.7727 eV
M ... 180.20 g/mol
Net charge ... 0
SMILES string ... CC1(C)Oc2ccccc2O[C@H]1O

Each line ends with the Löwdin charge.
Element x y z (Å)
1 C -1.404 1.111 -1.310  0.002
2 C 0.104 0.516 -1.398  -0.538
3 C 0.716 0.699 -2.700  -0.041
4 O 0.789 1.090 -0.249  -0.003
5 C 0.608 0.317 0.945  -0.130
6 C 1.166 0.770 2.184  -0.042
7 C 0.964 0.258 3.408  -0.114
8 C 0.054 -0.794 3.459  -0.113
9 C -0.484 -1.378 2.352  0.007
10 C -0.158 -0.894 1.013  -0.155
11 O -0.763 -1.396 -0.124  0.026
12 C 0.025 -1.001 -1.271  -0.363
13 O -0.536 -1.799 -2.312  -0.017
14 H -1.251 2.253 -1.928  0.155
15 H -2.201 0.280 -1.885  0.130
16 H -1.839 1.262 -0.197  0.117
17 H 0.057 0.229 -3.442  0.106
18 H 1.714 0.268 -2.812  0.103
19 H 0.925 1.789 -2.870  0.113
20 H 1.679 1.752 2.069  0.128
21 H 1.343 0.803 4.273  0.113
22 H 0.046 -1.289 4.463  0.120
23 H -1.132 -2.170 2.271  0.086
24 H 1.046 -1.335 -1.433  0.168
25 H -1.468 -1.341 -2.505  0.144



2.
The following is a DFT calculation (ωB97M-V/def2-TZVPD) of 2 unconnected molecules or ions with the total composition C5H12NO2.

Computed properties:
Energy ... -10961.7352 eV
M ... 118.16 g/mol
Net charge ... -1

Each line ends with the Löwdin charge.
Element x y z (Å)
1 C -1.063 0.879 -0.023  -0.369
2 O -2.339 1.293 0.317  -0.179
3 C -0.620 -0.311 0.843  -0.189
4 C 0.632 -1.072 0.395  -0.169
5 C 1.799 -0.215 -0.074  -0.435
6 C 2.412 -0.330 -1.277  -0.004
7 N 1.975 0.937 0.819  0.076
8 H -1.005 0.539 -1.081  0.115
9 H -0.360 1.716 0.082  0.087
10 H -0.430 0.093 1.833  0.100
11 H -1.475 -0.999 0.871  0.098
12 H 0.392 -1.734 -0.443  0.109
13 H 1.038 -1.647 1.243  0.108
14 H 2.634 0.591 -1.830  0.041
15 H 2.983 -1.149 -1.684  0.036
16 H 1.514 1.227 -0.100  0.072
17 H 2.929 1.268 0.669  0.063
18 H -4.340 -0.797 -0.648  -0.115
19 H -2.967 0.460 0.011  -0.007
20 O -3.709 -0.749 0.077  -0.437



3.
The following is a DFT calculation (ωB97M-V/def2-TZVPD) of a molecular structure, C30H78F3LiO13S.

Computed properties:
Energy ... -78185.0494 eV
M ... 742.94 g/mol
Net charge ... 0

Each line ends with the Löwdin charge.
Element x y z (Å)
1 Li 2.099 -3.452 -1.975  0.735
2 C -0.832 -0.120 -0.620  -0.533
3 F -0.981 0.955 0.208  0.099
4 F -1.782 -1.054 -0.254  0.098
5 F -1.038 0.322 -1.875  0.129
6 S 0.949 -0.784 -0.398  0.606
7 O 1.105 -2.009 -1.144  -0.378
8 O 1.791 0.303 -0.938  -0.293
9 O 1.107 -0.987 1.049  -0.308
10 C -5.391 -2.526 -0.727  -0.067
11 C -5.288 -3.963 -1.180  -0.260
12 O -4.721 -4.045 -2.522  -0.157
13 C -4.368 -5.365 -2.808  -0.333
14 C -4.002 -5.417 -4.264  -0.070
15 H -5.829 -2.445 0.268  0.078
16 H -4.409 -2.070 -0.600  0.059
17 H -5.944 -1.948 -1.467  0.080
18 H -4.710 -4.571 -0.483  0.107
19 H -6.265 -4.445 -1.194  0.113
20 H -3.560 -5.747 -2.183  0.100
21 H -5.269 -5.945 -2.609  0.117
22 H -3.606 -6.425 -4.392  0.076
23 H -3.222 -4.689 -4.488  0.074
24 H -4.886 -5.207 -4.865  0.081
25 C -0.083 3.599 2.443  -0.077
26 C 0.845 3.939 1.300  -0.261
27 O 1.640 5.100 1.582  -0.150
28 C 2.625 5.428 0.614  -0.272
29 C 3.634 6.311 1.334  -0.071
30 H -0.554 2.631 2.270  0.059
31 H 0.487 3.555 3.371  0.074
32 H -0.845 4.348 2.655  0.078
33 H 1.451 3.041 1.183  0.094
34 H 0.294 4.085 0.370  0.105
35 H 3.129 4.516 0.295  0.090
36 H 2.193 5.904 -0.266  0.116
37 H 4.259 5.686 1.972  0.064
38 H 3.115 7.064 1.929  0.078
39 H 4.345 6.822 0.685  0.074
40 C -5.133 3.043 0.136  -0.070
41 C -3.887 3.854 -0.095  -0.478
42 C -3.275 3.596 -1.526  -0.044
43 O -4.296 5.187 -0.054  -0.057
44 H -4.870 1.986 0.173  0.073
45 H -5.910 3.147 -0.621  0.079
46 H -5.699 3.300 1.031  0.079
47 H -3.073 3.761 0.623  0.132
48 H -2.544 4.389 -1.682  0.066
49 H -4.005 3.675 -2.331  0.079
50 H -2.711 2.665 -1.590  0.055
51 H -4.730 5.435 -0.873  0.088
52 C 0.598 -1.818 -4.038  -0.046
53 C 1.277 -2.934 -4.807  -0.509
54 C 2.390 -2.460 -5.657  -0.045
55 O 1.615 -3.969 -3.913  -0.089
56 H 1.360 -1.284 -3.471  0.071
57 H -0.077 -2.161 -3.254  0.073
58 H 0.069 -1.120 -4.687  0.101
59 H 0.493 -3.404 -5.401  0.143
60 H 2.039 -1.903 -6.525  0.095
61 H 2.913 -3.255 -6.188  0.084
62 H 3.109 -1.831 -5.132  0.096
63 H 1.916 -4.703 -4.453  0.107
64 C 4.213 1.963 0.726  -0.060
65 C 5.504 2.796 0.839  -0.446
66 C 6.148 2.546 2.238  -0.057
67 O 6.457 2.219 -0.021  -0.065
68 H 3.547 2.183 1.560  0.063
69 H 4.408 0.895 0.818  0.075
70 H 3.713 2.066 -0.237  0.070
71 H 5.374 3.850 0.593  0.126
72 H 5.454 2.850 3.022  0.069
73 H 7.065 3.107 2.417  0.076
74 H 6.379 1.491 2.383  0.076
75 H 6.728 1.374 0.344  0.078
76 C -2.950 0.576 3.328  -0.043
77 C -2.229 0.790 4.676  -0.546
78 C -3.185 1.306 5.703  -0.058
79 O -1.615 -0.374 5.026  -0.039
80 H -2.291 0.120 2.589  0.059
81 H -3.380 1.525 3.007  0.067
82 H -3.833 -0.064 3.335  0.077
83 H -1.395 1.486 4.584  0.127
84 H -3.966 0.585 5.942  0.084
85 H -3.651 2.229 5.359  0.080
86 H -2.693 1.551 6.645  0.078
87 H -0.812 -0.382 4.501  0.031
88 C 0.318 3.159 -2.416  -0.045
89 C 0.960 2.369 -3.552  -0.465
90 C 1.360 3.155 -4.812  -0.049
91 O 2.236 1.964 -3.038  -0.088
92 H 0.917 4.063 -2.309  0.087
93 H 0.210 2.552 -1.517  0.053
94 H -0.680 3.527 -2.653  0.058
95 H 0.443 1.447 -3.820  0.113
96 H 1.993 3.999 -4.539  0.079
97 H 0.435 3.602 -5.177  0.073
98 H 1.856 2.594 -5.604  0.076
99 H 2.125 1.431 -2.247  0.004
100 C 1.594 -5.273 3.120  -0.070
101 C 1.116 -3.894 2.827  -0.349
102 O 1.902 -3.361 1.826  -0.079
103 H 2.671 -5.330 3.277  0.083
104 H 1.473 -5.913 2.246  0.062
105 H 1.107 -5.727 3.983  0.085
106 H 1.058 -3.216 3.678  0.115
107 H 0.065 -3.934 2.542  0.104
108 H 1.587 -2.494 1.560  0.013
109 C 2.995 -0.141 3.729  -0.068
110 C 1.648 0.544 3.894  -0.299
111 O 0.701 -0.423 3.591  -0.096
112 H 3.752 0.495 4.188  0.074
113 H 3.242 -0.289 2.678  0.058
114 H 2.999 -1.142 4.161  0.082
115 H 1.604 1.431 3.262  0.094
116 H 1.508 0.867 4.926  0.125
117 H 0.904 -0.652 2.681  0.022
118 C -1.091 -4.729 -0.354  -0.057
119 C 0.145 -5.575 -0.690  -0.274
120 O 1.285 -4.734 -0.544  -0.147
121 H -1.120 -3.921 -1.086  0.069
122 H -1.055 -4.282 0.640  0.071
123 H -2.004 -5.313 -0.466  0.062
124 H 0.077 -5.999 -1.691  0.111
125 H 0.096 -6.419 -0.002  0.110
126 H 1.524 -4.718 0.386  0.046



4.
The following is a DFT calculation (ωB97M-V/def2-TZVPD) of a gas-phase ion, CH4NO3 (charge +1).

Computed properties:
Energy ... -8721.4970 eV
M ... 78.05 g/mol
Net charge ... +1
SMILES string ... [NH3+]C1(O)OO1

Each line ends with the Löwdin charge.
Element x y z (Å)
1 N 0.028 -0.511 0.308  0.308
2 C -0.664 0.129 -0.860  -0.420
3 O 0.236 1.565 -0.750  0.027
4 O -1.995 -0.089 -1.034  0.193
5 O -0.986 -0.476 -1.968  0.207
6 H -0.064 -1.512 0.437  0.188
7 H -0.556 -0.116 1.056  0.191
8 H 1.046 -0.200 0.490  0.233
9 H 0.123 2.315 -1.302  0.074



5.
The following is a DFT calculation (ωB97M-V/def2-TZVPD) of a molecular structure, C51H50Cl2Ge2NO5PS3Ti.

Computed properties:
Energy ... -268419.2431 eV
M ... 1148.13 g/mol
Net charge ... -1
Spin multiplicity ... 2

Each line ends with the Löwdin charge.
Element x y z (Å)
1 Ti -0.236 -0.147 -0.260  0.600
2 Cl -4.173 2.667 -1.852  0.766
3 C -2.631 3.287 -1.380  -0.555
4 C -2.380 4.668 -1.504  -0.127
5 C -1.183 5.203 -1.143  -0.613
6 Cl -0.938 6.927 -1.280  0.654
7 C -0.139 4.383 -0.654  -0.176
8 C 1.119 4.823 -0.197  -0.025
9 C 2.009 3.903 0.269  -0.043
10 C 1.700 2.533 0.234  -0.117
11 N 0.537 2.076 -0.190  0.078
12 C -0.390 2.996 -0.587  -0.131
13 C -1.664 2.422 -0.899  -0.383
14 O -1.799 1.149 -0.689  -0.308
15 H -3.166 5.309 -1.880  0.103
16 H 1.357 5.879 -0.207  0.097
17 H 2.974 4.211 0.645  0.111
18 H 2.418 1.795 0.557  0.090
19 C -1.760 1.173 3.094  -0.228
20 P -0.462 0.118 2.382  1.017
21 C -0.551 -1.415 3.355  -0.347
22 C -0.176 -1.430 4.699  -0.089
23 C -0.291 -2.595 5.441  -0.092
24 C -0.768 -3.753 4.837  -0.087
25 C -1.134 -3.743 3.499  -0.060
26 C -1.028 -2.576 2.755  -0.094
27 C 1.083 0.898 2.956  -0.371
28 C 2.280 0.227 2.689  -0.088
29 C 3.499 0.826 2.974  -0.070
30 C 3.539 2.105 3.519  -0.092
31 C 2.356 2.777 3.781  -0.094
32 C 1.134 2.176 3.499  -0.096
33 H -1.617 1.335 4.163  0.053
34 H -2.714 0.678 2.929  0.009
35 H -1.785 2.126 2.563  0.050
36 H 0.219 -0.529 5.158  0.104
37 H 0.003 -2.604 6.483  0.096
38 H -0.848 -4.666 5.413  0.098
39 H -1.488 -4.646 3.018  0.112
40 H -1.290 -2.577 1.703  0.071
41 H 2.249 -0.752 2.220  0.103
42 H 4.419 0.302 2.748  0.090
43 H 4.490 2.577 3.732  0.098
44 H 2.380 3.776 4.198  0.101
45 H 0.217 2.718 3.693  0.094
46 O 2.564 0.012 -0.652  -0.555
47 S 3.233 -0.162 -1.975  0.915
48 C 4.306 -1.634 -1.866  -0.264
49 C 5.192 -1.662 -0.662  -0.264
50 C 6.540 -1.321 -0.743  -0.064
51 C 7.346 -1.330 0.386  -0.094
52 C 6.808 -1.683 1.618  -0.100
53 C 5.465 -2.029 1.705  -0.088
54 C 4.659 -2.018 0.576  -0.022
55 C 4.551 1.073 -2.010  -0.279
56 C 4.041 2.475 -2.251  -0.267
57 C 4.765 3.554 -1.749  -0.056
58 C 4.368 4.859 -2.005  -0.096
59 C 3.221 5.105 -2.748  -0.101
60 C 2.483 4.036 -3.238  -0.073
61 C 2.895 2.732 -3.001  -0.048
62 H 4.859 -1.652 -2.808  0.100
63 H 3.583 -2.451 -1.836  0.063
64 H 6.967 -1.056 -1.706  0.109
65 H 8.395 -1.070 0.304  0.096
66 H 7.433 -1.696 2.502  0.096
67 H 5.042 -2.316 2.660  0.107
68 H 3.616 -2.311 0.627  0.098
69 H 5.234 0.766 -2.807  0.105
70 H 5.078 1.003 -1.057  0.097
71 H 5.652 3.365 -1.154  0.114
72 H 4.946 5.685 -1.610  0.101
73 H 2.900 6.122 -2.935  0.104
74 H 1.578 4.217 -3.805  0.111
75 H 2.308 1.908 -3.390  0.103
76 C -4.771 1.018 1.175  -0.274
77 Ge -4.534 -0.890 0.676  0.711
78 C -4.369 -1.769 2.452  -0.260
79 C -6.330 -1.429 0.051  -0.270
80 Ge -2.628 -1.437 -0.841  0.808
81 C -3.233 -0.665 -2.593  -0.358
82 C -2.427 0.126 -3.414  -0.162
83 C -2.894 0.630 -4.623  -0.110
84 C -4.190 0.360 -5.039  -0.122
85 C -5.006 -0.436 -4.245  -0.102
86 C -4.523 -0.947 -3.044  -0.131
87 C -3.036 -3.335 -1.281  -0.367
88 C -2.722 -3.845 -2.542  -0.126
89 C -3.009 -5.162 -2.872  -0.095
90 C -3.625 -6.001 -1.951  -0.117
91 C -3.945 -5.512 -0.693  -0.105
92 C -3.651 -4.191 -0.367  -0.134
93 H -5.041 1.088 2.233  0.011
94 H -5.580 1.449 0.584  -0.004
95 H -3.871 1.603 0.991  -0.026
96 H -5.342 -1.738 2.951  0.013
97 H -3.655 -1.231 3.078  -0.014
98 H -4.038 -2.805 2.404  -0.011
99 H -7.052 -1.245 0.852  0.008
100 H -6.362 -2.485 -0.220  0.007
101 H -6.616 -0.836 -0.820  0.000
102 H -1.416 0.363 -3.110  0.058
103 H -2.242 1.242 -5.237  0.094
104 H -4.559 0.763 -5.975  0.089
105 H -6.017 -0.666 -4.562  0.092
106 H -5.163 -1.587 -2.447  0.079
107 H -2.234 -3.207 -3.269  0.086
108 H -2.747 -5.539 -3.855  0.093
109 H -3.851 -7.028 -2.212  0.087
110 H -4.424 -6.156 0.037  0.090
111 H -3.905 -3.828 0.619  0.058
112 O 0.675 -1.864 0.441  -0.595
113 S 0.756 -2.902 -0.672  0.117
114 O 2.107 -3.431 -0.768  -0.392
115 O -0.261 -3.902 -0.476  -0.355
116 S 0.339 -1.709 -2.271  0.370



6.
The following is a DFT calculation (ωB97M-V/def2-TZVPD) of 2 unconnected molecules or ions with the total composition C4H12N2O.

Computed properties:
Energy ... -9368.7583 eV
M ... 104.15 g/mol
Net charge ... 0
SMILES string ... CCC/N=C/N.O

Each line ends with the Löwdin charge.
Element x y z (Å)
1 C 0.350 2.119 1.572  -0.112
2 C -0.269 1.719 0.217  -0.250
3 C 0.635 0.639 -0.404  -0.250
4 N -0.153 -0.326 -1.208  -0.043
5 C 0.374 -1.382 -1.689  -0.314
6 N 0.311 -2.618 -1.140  0.133
7 H 0.089 1.362 2.314  0.072
8 H 1.442 1.954 1.492  0.066
9 H 0.254 3.151 1.895  0.063
10 H -1.247 1.280 0.419  0.088
11 H -0.343 2.542 -0.487  0.098
12 H 1.013 -0.012 0.395  0.110
13 H 1.441 1.173 -0.930  0.113
14 H 0.890 -1.344 -2.672  0.125
15 H 0.360 -3.426 -1.750  0.097
16 H -0.280 -2.832 -0.354  0.082
17 O -1.434 -1.336 1.167  -0.112
18 H -2.265 -1.749 0.867  0.040
19 H -1.169 -0.917 0.297  -0.008